9 unconnected molecules or ions with the total composition C10H34O11. Source: the OMol25 dataset; level of theory: ωB97M-V with the def2-TZVPD basis set.

The geometry in ORCA input format:
```
! RIJCOSX wB97M-V def2-TZVPD def2/J DEFGRID3
* xyz 0 1
C 0.30484 0.41996 -0.33891
C -0.45442 1.12574 0.78181
C -1.93666 0.64835 0.86297
O -2.03671 0.10073 2.15577
C -0.89394 0.26622 2.84880
O -0.74193 -0.05566 3.97710
O 0.08014 0.67714 2.03263
H 0.35644 0.96011 -1.28221
H -0.20593 -0.51257 -0.60857
H 1.28781 0.05633 -0.03788
H -0.36194 2.20331 0.67502
H -2.02535 -0.15867 0.13514
H -2.67286 1.42452 0.66469
C 3.99395 -2.43332 -1.31091
O 4.49461 -3.38524 -0.36299
H 3.32814 -1.68265 -0.88491
H 4.86252 -1.92508 -1.73174
H 3.58022 -3.02954 -2.12812
H 3.84619 -4.08668 -0.27537
C 0.19789 3.84094 -2.71105
O -1.01525 3.52214 -2.04378
H 0.37478 4.87229 -3.01067
H 1.03556 3.57979 -2.05583
H 0.28080 3.17191 -3.56842
H -1.58825 4.28767 -1.96703
C 1.02123 0.32350 -4.10014
O 1.40057 -0.68456 -5.02145
H -0.02121 0.18512 -3.78803
H 1.57141 0.19276 -3.15957
H 1.28965 1.32168 -4.46122
H 0.68087 -0.79523 -5.64843
C -0.25696 -3.51438 -0.48270
O -0.89714 -2.98915 -1.63811
H -0.98857 -3.80014 0.26999
H 0.43343 -4.29536 -0.80606
H 0.34472 -2.77821 0.07306
H -0.23539 -2.86213 -2.32265
C -3.28603 -3.78439 3.57551
O -2.60523 -3.19953 2.48691
H -4.17295 -3.22449 3.89550
H -3.59123 -4.78296 3.27460
H -2.67799 -3.81919 4.48737
H -2.61027 -2.24185 2.57349
C 2.20495 3.55165 1.18958
O 3.30447 4.20821 0.59760
H 2.18029 3.68964 2.27154
H 1.27257 3.89041 0.72251
H 2.20458 2.47071 0.98621
H 3.92864 4.48072 1.26961
O -4.79745 -0.28426 -1.13857
H -4.68815 -0.54839 -2.05938
H -4.34560 0.56368 -1.07362
O 0.03003 1.65465 6.34310
H -0.74248 2.21197 6.20868
H -0.04136 0.97180 5.65908
*
```

Output
Structure (SMILES) ... C[C@H]1COC(=O)O1.CO.CO.CO.CO.CO.CO.O.O
HOMO-LUMO gap ... 0.374 hartree
LUMO level ... 0.1 eV

The net atomic charges from natural (NBO), expressed in e, are: -0.6420 0.0576 -0.0902 -0.5001 0.9860 -0.6010 -0.4845 0.2228 0.2192 0.2330 0.1987 0.2035 0.1903 -0.2518 -0.7230 0.1616 0.1837 0.1682 0.4624 -0.2568 -0.7426 0.1828 0.1736 0.1689 0.4759 -0.2569 -0.7210 0.1691 0.1755 0.1681 0.4670 -0.2576 -0.7281 0.2126 0.1612 0.1492 0.4647 -0.2439 -0.7346 0.1620 0.1789 0.1613 0.4771 -0.2469 -0.7269 0.1793 0.1613 0.1617 0.4732 -0.9316 0.4717 0.4611 -0.9545 0.4606 0.4904

***

A molecular structure, C9H29NOP2Pd. Source: the OMol25 dataset; level of theory: ωB97M-V with the def2-TZVPD basis set.

The geometry in ORCA input format:
```
! RIJCOSX wB97M-V def2-TZVPD def2/J DEFGRID3
* xyz 2 5
Pd 0.00000 0.00000 0.00000
H 0.71146 -1.73446 -2.84869
H 0.18829 -2.21217 -2.57213
P 1.41038 1.64338 -0.89111
P -1.78182 -1.27879 0.82534
C -1.41871 -2.43251 2.22425
H -2.33668 -2.89440 2.62901
H -0.73169 -3.21867 1.86943
H -0.90706 -1.86708 3.02075
C -3.19310 -0.28962 1.49049
H -3.58423 0.34894 0.68243
H -3.99540 -0.93979 1.88258
H -2.81792 0.36327 2.29560
C -2.63134 -2.39678 -0.38536
H -1.92169 -3.17194 -0.72101
H -3.51542 -2.88319 0.06446
H -2.94463 -1.80325 -1.26002
C 0.89321 3.37412 -0.50335
H 1.58130 4.11331 -0.95090
H -0.12878 3.52602 -0.88600
H 0.87430 3.50093 0.59164
C 3.18478 1.63880 -0.36986
H 3.66032 0.71064 -0.72800
H 3.73433 2.51348 -0.76100
H 3.22597 1.63858 0.73224
C 1.54975 1.69022 -2.73913
H 0.53512 1.73809 -3.16831
H 2.13730 2.56126 -3.08059
H 2.03600 0.76426 -3.09037
H -1.23465 0.88449 -0.85773
H -0.09066 0.87688 1.32543
C 3.11990 -0.79269 3.07148
N 2.94363 -1.99840 2.24533
C 3.73541 -3.16861 2.62382
C 2.09425 -2.18040 1.14382
O 1.27467 -1.35858 0.67740
H 3.87558 -0.97331 3.87852
H 2.19693 -0.53537 3.61615
H 3.54154 0.06895 2.50468
H 3.04698 -3.99020 2.90642
H 4.39740 -3.50023 1.79124
H 4.38907 -3.00103 3.50606
H 2.17888 -3.13324 0.63031
*
```

Output
HOMO-LUMO gap (alpha / beta) ... 0.281 / 0.192 hartree
LUMO level (alpha / beta) ... -5.8 / -11.3 eV

The net atomic charges from natural (NBO), expressed in e, are: 0.7837 0.0022 0.0004 1.1219 1.1484 -0.9499 0.2849 0.2468 0.2564 -0.9527 0.2720 0.2794 0.2654 -0.9496 0.2561 0.2810 0.2706 -0.9497 0.2789 0.2717 0.2638 -0.9460 0.2553 0.2854 0.2487 -0.9481 0.2707 0.2793 0.2575 -0.2402 -0.2167 -0.4421 -0.3423 -0.4414 0.5611 -0.6939 0.2560 0.2358 0.2277 0.2312 0.2381 0.2539 0.1885

***

C3H6N4 in the gas phase. Source: the OMol25 dataset; level of theory: ωB97M-V with the def2-TZVPD basis set.

The geometry in ORCA input format:
```
! RIJCOSX wB97M-V def2-TZVPD def2/J DEFGRID3
* xyz 0 1
H -2.24338 1.93931 1.37419
N -2.20036 0.92062 1.57808
C -1.28654 0.32313 0.94788
N -1.12049 -1.09356 1.03639
C -0.21449 -1.37650 0.16886
N 0.24773 -0.32452 -0.60104
C 1.64983 -0.11504 -0.90000
N -0.30908 0.84166 0.04739
H 0.14766 -2.37752 -0.02064
H 2.04986 -1.11317 -1.13300
H 2.19945 0.31527 -0.02759
H 1.72213 0.51711 -1.83314
H -0.64233 1.54320 -0.63740
*
```

Output
Structure (SMILES) ... [H]/N=c1/ncn(C)[nH]1
HOMO-LUMO gap ... 0.343 hartree
LUMO level ... 0.7 eV

The net atomic charges from natural (NBO), expressed in e, are: 0.3344 -0.6825 0.5017 -0.4609 0.2626 -0.2695 -0.4149 -0.4905 0.2018 0.2089 0.2074 0.2092 0.3923

***

C4H8O3 in the gas phase. Source: the OMol25 dataset; level of theory: ωB97M-V with the def2-TZVPD basis set.

The geometry in ORCA input format:
```
! RIJCOSX wB97M-V def2-TZVPD def2/J DEFGRID3
* xyz 0 1
C 0.70029 -0.55416 2.24404
C 1.00360 -0.77681 0.77101
O -0.25239 -0.60047 0.08064
C -0.19204 -0.01642 -1.11578
O 0.77081 -0.03391 -1.84974
C -1.44050 0.78982 -1.41607
O -1.23748 1.61072 -2.52738
H 0.01124 0.29134 2.33984
H 0.22125 -1.42344 2.70450
H 1.61441 -0.32181 2.79845
H 1.41376 -1.76941 0.55845
H 1.71185 -0.03815 0.38061
H -2.29802 0.11505 -1.55237
H -1.64472 1.38503 -0.51559
H -0.38206 1.34262 -2.90060
*
```

Output
Structure (SMILES) ... CCOC(=O)CO
HOMO-LUMO gap ... 0.419 hartree
LUMO level ... 0.8 eV

The net atomic charges from natural (NBO), expressed in e, are: -0.6290 -0.0747 -0.5123 0.7784 -0.6071 -0.1650 -0.7080 0.2190 0.2145 0.2186 0.1905 0.1962 0.1957 0.1936 0.4896

***

| no. | M (g/mol) |
| --- | --- |
| 1 | 330.37 |
| 2 | 335.70 |
| 3 | 98.11 |
| 4 | 104.10 |